An isolated molecule of C6H15P3 at a distorted geometry, computed with ωB97M-V with the def2-TZVPD basis set.

Atoms and positions in Å:
C 3.266669 -1.182014 -1.167844
C 2.277040 -0.564701 -0.164658
C 0.923096 -0.254815 -0.794678
C -0.186428 0.161710 -0.176174
C -0.293577 0.489198 1.221733
C 0.442869 1.870782 1.567411
P -1.429320 0.779063 -1.410117
P -3.202111 0.576941 -0.333906
P -3.748447 -1.350121 0.410643
H 2.763642 -1.517521 -2.051468
H 3.957309 -0.422105 -1.415678
H 3.948882 -1.939908 -0.782221
H 2.695970 0.338325 0.185798
H 2.039917 -1.169950 0.707062
H 1.024268 -0.305054 -1.811646
H -1.400503 0.730018 1.509171
H -0.089180 -0.324366 1.938325
H -0.123793 2.670011 1.083392
H 0.498192 2.307233 2.674276
H 1.537428 1.731992 1.125966
H -1.568295 -0.490362 -2.007262
H -3.964611 1.194624 -1.171255
H -2.922099 1.746779 0.335568
H -5.048436 -0.918889 0.626225

Force components x, y, z for each atom (eV/Å):
C -0.05 -0.11 1.09
C -1.28 -1.20 -0.19
C 0.92 0.22 2.68
C 0.66 0.08 -2.39
C -2.38 2.15 3.84
C 1.86 -0.44 0.56
P 1.43 -0.54 -0.64
P 0.38 -2.48 2.26
P 0.98 0.47 -0.28
H -0.12 -0.41 -0.51
H 0.62 1.04 -0.81
H -0.56 -0.40 0.22
H 0.47 1.07 0.61
H 0.47 -0.30 0.20
H -0.54 -0.10 -2.73
H 1.71 -0.67 -0.54
H 0.52 0.22 -0.50
H 0.43 -0.09 -0.53
H -0.09 -1.78 -2.05
H -2.29 0.97 1.06
H -0.06 0.04 -0.36
H -2.32 1.28 -2.29
H -0.07 0.65 1.19
H -0.69 0.33 0.12

Output
SMILES: CC/C=C(\CC)P[PH2]=P
Frontier orbital gap (eV): 8.1241
Relative energy (zero: lowest compared OMol25 entry of this formula, charge and spin) (kJ/mol): 172.7
Net charge: 0
Maximum force (hartree/bohr): 0.0973
HOMO (Eh): -0.272



An isolated molecule of C7H16 at a distorted geometry, computed with ωB97M-V with the def2-TZVPD basis set.

Atoms and positions in Å:
C 2.422335 0.189031 -0.969262
C 1.631242 0.011831 0.341968
C 0.258090 -0.650873 0.250606
C -0.426952 -0.756201 1.995676
C -0.701247 0.025654 -0.742602
C -0.898434 1.526089 -0.448685
C -2.039585 -0.700270 -0.793662
H 2.542615 -0.767060 -1.488915
H 3.424765 0.588672 -0.758273
H 1.933719 0.888636 -1.659519
H 2.241931 -0.563062 1.040366
H 1.493137 1.011723 0.784698
H 0.041025 -1.600164 0.691020
H 0.354905 -1.117937 2.692344
H -0.678634 0.266167 2.183105
H -1.319276 -1.408979 2.170531
H -0.266051 -0.031568 -1.760758
H -1.605364 1.971353 -1.159449
H -1.305751 1.681530 0.557983
H 0.036946 2.095017 -0.519746
H -2.697073 -0.272254 -1.557730
H -1.885853 -1.761174 -1.019824
H -2.556479 -0.626155 0.170117

Force components x, y, z for each atom (eV/Å):
C -0.21 -0.13 0.03
C -0.14 -0.20 0.36
C -1.08 0.94 2.50
C 0.19 1.17 -0.50
C -0.04 -0.18 0.31
C -0.01 -0.02 0.04
C -0.13 -0.05 0.03
H -0.01 0.10 0.04
H -0.30 -0.12 0.00
H 0.04 -0.16 0.15
H 0.06 0.07 0.05
H 0.13 -0.21 0.03
H 1.09 -2.23 -2.67
H -0.12 0.38 -0.70
H -0.25 0.57 0.74
H 0.68 0.52 -0.80
H 0.07 -0.17 0.47
H 0.11 -0.12 0.08
H 0.05 -0.04 -0.15
H -0.16 -0.16 0.00
H 0.08 -0.07 0.08
H -0.09 0.13 0.03
H 0.04 -0.02 -0.13

Output
SMILES: CC[C@@H](C)C(C)C
Frontier orbital gap (eV): 9.6847
Relative energy (zero: lowest compared OMol25 entry of this formula, charge and spin) (kJ/mol): 250.5
Net charge: 0
Maximum force (hartree/bohr): 0.0709
HOMO (Eh): -0.314



An isolated molecule of C2H5N5, computed with ωB97M-V with the def2-TZVPD basis set.

Atoms and positions in Å:
N 1.611995 -0.894649 -1.023586
C 0.233144 -0.494024 -1.224591
C -0.437613 0.136675 -0.033645
N -1.724000 0.569763 -0.030876
N -1.948747 1.051322 1.156990
N -0.823976 0.903792 1.818370
N 0.156995 0.338976 1.132531
H 2.161362 -0.090119 -0.735582
H 1.666199 -1.551722 -0.248871
H 0.180200 0.207331 -2.065336
H -0.350926 -1.368395 -1.527723
H -0.724634 1.191050 2.782318

Force components x, y, z for each atom (eV/Å):
N 0.08 0.02 0.27
C -0.16 0.04 -0.10
C 0.10 -0.01 -0.03
N 0.11 -0.01 0.13
N 0.22 -0.08 -0.06
N -0.04 0.06 0.20
N -0.30 0.02 -0.21
H -0.01 -0.09 -0.06
H 0.03 0.07 -0.15
H -0.01 -0.08 0.14
H 0.02 0.10 0.04
H -0.03 -0.04 -0.17

Output
SMILES: NCc1nn[nH]n1
Frontier orbital gap (eV): 10.9330
Relative energy (zero: lowest compared OMol25 entry of this formula, charge and spin) (kJ/mol): 153.6
Net charge: 0
Maximum force (hartree/bohr): 0.0070
HOMO (Eh): -0.363



A cluster of 2 separate species, C5H7N3O4 in total at a distorted geometry, computed with ωB97M-V with the def2-TZVPD basis set.

Atoms and positions in Å:
C -4.651911 -0.541641 -0.573160
O -3.314690 -0.760726 -0.106224
C -2.671015 0.340542 0.262893
O -3.092793 1.462690 0.240744
C -1.319658 0.004242 0.726745
N -0.233750 -0.216394 1.105546
H -5.258129 -0.082998 0.217727
H -4.648296 0.116802 -1.452690
H -5.030195 -1.527948 -0.824490
C 2.079840 1.059158 -0.667391
N 1.262110 0.086041 -0.710922
O 1.746133 -1.099763 -0.121062
C 3.134544 -1.161142 -0.177419
O 3.715493 -0.092772 0.552688
N 3.302482 1.119994 -0.009179
H 1.776124 1.988091 -1.147390
H 3.478207 -1.124680 -1.219305
H 3.445556 -2.089197 0.325078
H 4.056900 1.510053 -0.556218

Force components x, y, z for each atom (eV/Å):
C -0.32 0.25 -0.09
O 0.06 0.10 0.02
C 0.15 0.10 -0.03
O -0.01 -0.20 -0.02
C 2.49 -0.57 1.11
N -3.62 0.68 0.00
H 0.16 -0.12 -0.21
H 0.01 -0.22 0.27
H -0.01 0.07 -0.02
C 0.23 0.17 -0.11
N 0.63 -0.04 -0.63
O 0.37 -0.04 -0.35
C 0.12 -0.37 0.18
O 0.01 -0.13 0.05
N -0.31 -0.05 0.09
H 0.06 -0.18 0.07
H 0.00 0.04 0.01
H -0.13 0.41 -0.22
H 0.09 0.11 -0.13

Output
SMILES: COC(=O)C#N.C1=NOCON1
Frontier orbital gap (eV): 9.6766
Relative energy (zero: lowest compared OMol25 entry of this formula, charge and spin) (kJ/mol): 573.8
Net charge: 0
Maximum force (hartree/bohr): 0.0716
HOMO (Eh): -0.336



A structure of composition C3H4I2 at a distorted geometry, computed with ωB97M-V with the def2-TZVPD basis set.

Atoms and positions in Å:
C 0.928809 -0.157891 1.176514
C -0.285683 -0.216519 0.579905
C -0.414007 0.093887 -0.815365
I -1.712441 -1.076905 -2.011586
I 1.380717 0.610806 -1.893003
H 0.963384 -0.403198 2.174919
H 1.940256 0.043911 0.705087
H -1.233737 -0.615538 1.017618
H -1.567298 1.721447 -0.934090

Force components x, y, z for each atom (eV/Å):
C -0.10 0.12 -1.64
C 0.77 -0.39 -0.15
C -1.16 2.24 -1.67
I 0.13 -0.12 0.28
I -0.71 -0.02 0.12
H 0.19 -0.54 2.23
H -1.83 -0.03 0.38
H 1.11 0.61 0.12
H 1.60 -1.87 0.33

Output
Frontier orbital gap (alpha / beta) (eV): 7.7540 / 8.0893
Relative energy (zero: lowest compared OMol25 entry of this formula, charge and spin) (kJ/mol): 346.0
Net charge: 0
Maximum force (hartree/bohr): 0.0589
HOMO (alpha / beta) (Eh): -0.311 / -0.337



A structure of composition C46H58N9OSY at a distorted geometry, computed with ωB97M-V with the def2-TZVPD basis set.

Atoms and positions in Å:
Y -0.783931 -0.009129 0.276212
C 5.169790 -3.585236 -0.876507
C 3.765734 -4.193289 -0.765924
C 2.718569 -3.211266 -1.196640
C 2.052679 -3.165519 -2.463258
C 2.242675 -4.080710 -3.635422
C 0.966988 -4.809324 -4.066840
C 1.208941 -2.093160 -2.409260
C 0.227154 -1.297800 -3.200228
C -0.547447 1.102307 -2.637515
C -1.327473 1.762704 -3.604467
C -1.257916 1.607029 -5.097453
C -0.466844 2.720011 -5.793913
C -2.210711 2.576589 -2.885095
C -1.921571 2.375502 -1.515702
C -2.425753 3.053299 -0.387521
C -2.037157 2.868289 0.919098
N -1.164982 1.881121 1.356470
C -1.014744 2.032723 2.682573
C -0.199207 1.204208 3.487799
C 0.653006 0.189989 3.096651
N 0.904453 -0.264235 1.823687
C 1.904492 -1.217119 1.942735
C 2.520924 -1.960595 0.975107
C 2.281056 -2.138019 -0.420862
N 1.333553 -1.472339 -1.190567
C 2.271809 -1.373189 3.354161
C 1.493617 -0.525764 4.059691
C 1.502819 -0.275904 5.535020
C 2.364717 0.941544 5.898742
C 3.341679 -2.278258 3.879049
C 4.737120 -1.654967 3.736410
C -1.789769 3.163817 3.142185
C -2.435250 3.670692 2.049721
C -3.349113 4.852838 1.984024
C -2.643763 6.116087 1.475164
C -1.841470 3.658874 4.554753
C -2.849873 2.883460 5.411589
N -0.911726 1.450620 -1.399101
C -3.255425 3.501096 -3.431488
C -2.792952 4.965345 -3.465692
H 5.936505 -4.296540 -0.562786
H 5.248922 -2.694041 -0.252403
H 5.372629 -3.289392 -1.906854
H 3.583902 -4.506469 0.265729
H 3.713054 -5.090295 -1.384414
H 3.010035 -4.819963 -3.402014
H 2.619656 -3.494394 -4.478701
H 0.607350 -5.469388 -3.276787
H 1.161710 -5.411937 -4.955231
H 0.174110 -4.097601 -4.301018
H 0.335478 -1.424409 -4.274651
H -2.275637 1.597334 -5.496330
H -0.813146 0.638655 -5.345190
H -0.943252 3.685631 -5.629286
H -0.414354 2.546309 -6.871165
H 0.548074 2.781067 -5.399762
H -3.163660 3.826548 -0.572497
H -0.218337 1.420040 4.547775
H 3.277444 -2.637114 1.352375
H 1.885553 -1.156466 6.054373
H 0.481110 -0.115718 5.886051
H 3.406049 0.761635 5.630906
H 2.315385 1.151711 6.968409
H 2.025502 1.823633 5.355074
H 3.319843 -3.237934 3.356679
H 3.148297 -2.491664 4.931984
H 4.953654 -1.433480 2.690693
H 5.507484 -2.329902 4.113497
H 4.793630 -0.721355 4.295992
H -3.765588 5.051997 2.973382
H -4.190070 4.619483 1.326630
H -1.804930 6.376790 2.122143
H -3.336151 6.959733 1.456893
H -2.255687 5.965199 0.467484
H -2.107445 4.718099 4.551566
H -0.849483 3.579311 5.006493
H -3.854856 2.988275 5.000924
H -2.854099 3.257790 6.437196
H -2.601947 1.821240 5.429155
H -4.153126 3.426422 -2.813210
H -3.531444 3.187832 -4.440926
H -2.447727 5.279254 -2.480011
H -3.608133 5.620119 -3.780258
H -1.964503 5.093775 -4.161619
C -2.071745 -2.326975 -3.806035
C -1.176064 -1.698615 -2.781616
N -1.544897 -1.556377 -1.560469
N -2.745127 -2.171743 -1.278080
C -3.509063 -1.737791 -0.325828
N -4.558611 -2.562484 0.017063
S -3.450908 -0.235844 0.541350
C 0.617763 0.155208 -2.762102
C 1.646660 0.732783 -3.695931
C 2.668432 1.451094 -3.234709
C 2.917670 1.541512 -1.807499
C 2.265745 0.737717 -0.965830
N 1.165399 -0.047795 -1.368661
H -2.954012 -1.697337 -3.941232
H -2.432242 -3.290840 -3.443602
H -1.565038 -2.450890 -4.762013
H -4.826775 -3.246281 -0.674068
H -5.309374 -2.093379 0.492387
H 1.500480 0.567170 -4.756364
H 3.364468 1.925867 -3.914565
H 3.697348 2.190232 -1.435298
H 2.536568 0.634033 0.076561
C -0.319172 -4.360074 1.610471
C -1.110289 -3.148768 2.018806
N -1.830049 -3.225697 3.150755
O -1.091009 -2.118958 1.361717
H -0.694866 -5.271901 2.071435
H 0.720823 -4.201146 1.901183
H -0.346838 -4.441597 0.525236
H -1.899988 -4.064349 3.693971
H -2.371754 -2.418907 3.419276

Force components x, y, z for each atom (eV/Å):
Y 0.41 -1.92 -0.06
C -0.04 -0.11 0.03
C -0.01 0.12 -0.04
C 0.01 0.34 0.30
C -0.21 0.05 -0.12
C -0.14 -0.07 0.00
C 0.14 0.05 0.00
C 0.08 -0.05 -0.05
C 0.02 0.08 0.25
C -0.05 0.29 0.12
C 0.05 -0.21 -0.08
C 0.10 0.19 0.12
C -0.05 -0.11 -0.03
C -0.07 0.00 0.22
C 0.10 -0.06 -0.40
C 0.06 -0.01 0.37
C -0.28 0.33 -0.31
N -0.01 0.67 0.67
C -0.13 0.19 -0.47
C 0.11 -0.25 0.19
C -0.11 0.37 -0.19
N 0.48 0.25 0.50
C 0.30 -0.22 -0.45
C -0.05 0.23 0.54
C 0.00 -0.40 -0.38
N 0.34 -0.14 -0.05
C -0.17 0.10 0.33
C 0.23 -0.30 0.04
C 0.10 0.15 -0.09
C -0.10 -0.09 0.03
C 0.11 0.15 -0.05
C -0.06 -0.12 0.02
C 0.02 0.12 0.06
C -0.01 -0.14 0.08
C 0.13 0.08 -0.04
C -0.08 -0.03 0.04
C -0.15 -0.14 -0.04
C 0.09 0.13 -0.02
N -0.04 0.94 -0.64
C 0.20 0.13 0.10
C -0.11 -0.12 -0.05
H 0.00 0.01 -0.01
H 0.01 0.01 -0.01
H 0.02 0.01 0.01
H -0.01 -0.07 -0.02
H -0.04 -0.05 0.05
H 0.06 0.04 -0.02
H 0.04 -0.04 -0.01
H -0.03 0.03 0.02
H -0.07 -0.01 -0.01
H -0.02 -0.05 0.00
H 0.02 0.09 -0.03
H 0.01 -0.10 -0.06
H -0.05 -0.03 -0.03
H 0.00 0.04 0.00
H 0.02 0.03 0.01
H 0.00 0.01 0.00
H 0.00 0.00 0.02
H -0.01 -0.01 0.00
H 0.04 0.04 -0.02
H -0.04 -0.02 0.01
H -0.01 -0.04 0.03
H 0.01 0.03 0.00
H 0.02 0.01 -0.01
H 0.03 0.02 0.02
H -0.04 -0.02 0.01
H -0.01 -0.02 -0.01
H 0.02 0.02 0.01
H 0.00 0.02 -0.01
H 0.02 0.02 -0.01
H -0.03 -0.05 0.00
H -0.04 0.01 0.04
H 0.01 -0.01 -0.01
H 0.03 0.01 -0.02
H 0.03 0.01 0.00
H 0.05 0.02 0.05
H 0.02 0.07 0.00
H -0.01 -0.04 0.01
H -0.03 -0.05 0.01
H -0.03 -0.02 0.00
H -0.05 -0.01 -0.06
H -0.06 -0.02 0.01
H -0.02 0.04 0.00
H 0.04 0.04 0.02
H 0.04 0.02 0.01
C 0.07 -0.03 0.04
C -0.20 -0.21 -0.05
N -0.32 0.30 -0.22
N -0.29 -0.73 -0.15
C 0.04 0.31 -0.10
N 0.01 -0.05 -0.04
S -0.30 0.08 0.03
C -0.18 -0.05 -0.13
C 0.18 0.04 0.01
C -0.12 -0.06 -0.17
C -0.10 -0.12 0.11
C 0.47 0.14 0.08
N -0.37 -0.03 0.28
H -0.01 -0.03 -0.02
H 0.00 0.01 -0.02
H -0.01 0.03 -0.01
H 0.07 0.00 -0.01
H -0.08 -0.02 0.00
H -0.03 0.03 0.00
H 0.00 -0.05 -0.02
H -0.01 -0.03 0.06
H -0.13 0.06 0.02
C -0.03 0.04 -0.03
C -0.01 -0.15 0.01
N -0.07 0.15 0.09
O 0.23 0.01 -0.13
H 0.04 -0.03 -0.02
H 0.00 0.01 0.03
H -0.04 -0.01 0.00
H 0.04 -0.07 -0.04
H -0.01 0.00 -0.03

Output
Frontier orbital gap (eV): 5.3549
Relative energy (zero: lowest compared OMol25 entry of this formula, charge and spin) (kJ/mol): 0.0
Net charge: 0
Maximum force (hartree/bohr): 0.0382
HOMO (Eh): -0.212



The lowest maximum force belongs to which entry?
C2H5N5



Which value of relative energy (zero: lowest compared OMol25 entry of this formula, charge and spin) does entry 1 give?
172.7 kJ/mol



Which of these has the lowest maximum force?
C2H5N5



Among the records above, which one has the highest maximum force?
C6H15P3